{"formula": "C19H26N4O3", "method": "ωB97M-V with the def2-TZVPD basis set", "elements": ["O", "O", "O", "N", "N", "N", "N", "C", "C", "C", "C", "C", "C", "C", "C", "C", "C", "C", "C", "C", "C", "C", "C", "C", "C", "C", "H", "H", "H", "H", "H", "H", "H", "H", "H", "H", "H", "H", "H", "H", "H", "H", "H", "H", "H", "H", "H", "H", "H", "H", "H", "H"], "coordinates": [[-0.047, -0.030, 1.338], [3.693, 2.756, 2.315], [1.587, -2.064, -1.032], [-0.564, -1.870, -0.354], [2.854, 1.129, 0.994], [1.162, 7.993, 0.505], [2.721, 4.244, -2.013], [-1.080, -2.880, -1.261], [1.905, 0.644, -0.007], [2.790, 3.464, 0.256], [0.070, 1.033, 2.265], [2.187, -1.043, 1.681], [2.343, 4.693, 0.712], [-3.458, -1.081, -0.956], [-4.951, -3.058, -0.727], [3.149, 2.420, 1.275], [2.259, 5.405, -1.574], [1.563, 6.966, 0.186], [2.056, 5.679, -0.221], [-2.441, -3.430, -0.823], [3.150, 0.105, 2.000], [2.975, 3.298, -1.112], [-3.623, -2.562, -1.295], [-2.567, -4.865, -1.334], [1.142, -0.480, 0.703], [0.737, -1.553, -0.320], [-1.180, -1.363, 0.259], [4.194, -0.201, 1.933], [-2.452, -3.452, 0.275], [-0.916, 1.168, 2.702], [0.366, 1.967, 1.780], [1.698, -1.443, 2.569], [0.780, 0.804, 3.064], [-5.192, -4.071, -1.047], [-4.326, -0.517, -1.301], [2.419, 0.220, -0.871], [-1.742, -5.479, -0.970], [3.004, 0.535, 2.991], [2.710, -1.855, 1.180], [2.235, 4.871, 1.774], [-3.494, -5.336, -1.013], [1.228, 1.430, -0.339], [-4.926, -3.046, 0.366], [-1.149, -2.477, -2.279], [-2.576, -0.640, -1.420], [3.364, 2.365, -1.503], [2.044, 6.163, -2.318], [-0.341, -3.681, -1.298], [-2.541, -4.884, -2.427], [-3.661, -2.650, -2.389], [-3.390, -0.932, 0.127], [-5.769, -2.411, -1.046]], "forces_ev_per_angstrom": [[0.00, 0.00, 0.00], [0.00, 0.00, 0.00], [0.00, 0.00, 0.00], [0.01, 0.00, 0.00], [-0.01, 0.00, 0.00], [0.00, 0.00, 0.00], [0.00, 0.00, 0.00], [0.00, 0.00, 0.00], [0.01, 0.00, 0.00], [0.00, 0.00, 0.00], [0.00, 0.00, 0.00], [0.00, -0.01, 0.00], [0.00, 0.00, 0.00], [0.00, 0.00, 0.00], [0.00, 0.00, 0.00], [0.01, 0.00, 0.00], [0.00, 0.00, 0.00], [0.00, 0.00, 0.00], [0.00, 0.00, 0.00], [0.00, 0.00, 0.00], [0.01, 0.01, 0.00], [0.00, 0.00, 0.00], [0.00, 0.00, 0.00], [0.00, 0.00, 0.00], [0.01, 0.00, 0.01], [-0.01, 0.00, 0.00], [0.00, 0.00, 0.00], [0.00, 0.00, 0.00], [0.00, 0.00, 0.00], [0.00, 0.00, 0.00], [0.00, 0.00, 0.00], [0.00, 0.00, 0.00], [0.00, 0.00, 0.00], [0.00, 0.00, 0.00], [0.00, 0.00, 0.00], [0.00, 0.00, 0.00], [0.00, 0.00, 0.00], [0.00, 0.00, 0.00], [0.00, 0.00, 0.00], [0.00, 0.00, 0.00], [0.00, 0.00, 0.00], [0.00, 0.00, 0.00], [0.00, 0.00, 0.00], [0.00, 0.00, 0.00], [0.00, 0.00, 0.00], [0.00, 0.00, 0.00], [0.00, 0.00, 0.00], [0.00, 0.00, 0.00], [0.00, 0.00, 0.00], [0.00, 0.00, 0.00], [0.00, 0.00, 0.00], [0.00, 0.00, 0.00]], "homo_energy_ev": -9.640, "orbital_gap_ev": 9.57, "total_energy_ev": -32228.4194, "charge": 0, "e_above_lowest_kcal_mol": 49.42}